The following is a DFT calculation (wB97M-V/def2-TZVPD) of a structure of composition C25H25Br30IN2O3 at a distorted geometry.

Last column: Mulliken charge in e.
CARTESIAN COORDINATES (ANGSTROEM)
1 C -1.4413 -0.7744 -3.8168  -0.07
2 C -1.7088 -0.8422 -2.3486  0.50
3 O -0.8786 -0.6611 -1.5359  -0.55
4 O -3.0354 -1.1659 -1.9465  -0.24
5 C -3.1434 -2.4934 -1.6749  0.66
6 O -2.4688 -3.3115 -2.2216  -0.58
7 C -4.1284 -2.8968 -0.6112  -0.85
8 C -3.3326 -3.5416 0.4956  0.72
9 C -3.3879 -4.9361 0.7058  -0.55
10 N -2.7117 -5.5689 1.6273  -0.62
11 C -1.9131 -4.7561 2.3765  0.52
12 C -1.0972 -5.3305 3.3870  -0.34
13 C -0.2612 -4.5597 4.1509  0.69
14 C 0.6304 -5.1328 5.2302  -1.53
15 C 2.1067 -5.2563 4.7824  -0.24
16 C 2.2958 -5.6194 3.3184  -0.95
17 I 3.2443 -3.4981 5.2936  0.05
18 C -0.2241 -3.1440 3.9663  -0.64
19 C -1.0148 -2.5791 3.0038  -0.91
20 C -1.8630 -3.3668 2.1916  0.32
21 N -2.6017 -2.7482 1.2307  -0.48
22 H -2.3556 -0.5148 -4.3532  -0.14
23 H -1.1013 -1.7648 -4.1141  0.31
24 H -0.6571 -0.0581 -4.0384  0.10
25 H -4.6294 -2.0294 -0.1881  0.26
26 H -4.8991 -3.5466 -1.0137  0.45
27 H -4.0252 -5.5251 0.0575  0.38
28 H -1.1378 -6.3975 3.5558  0.45
29 H 0.2417 -6.0894 5.5700  0.42
30 H 0.6054 -4.3994 6.0319  0.43
31 H 2.5337 -6.0612 5.3716  0.48
32 H 2.2320 -4.7582 2.6586  0.36
33 H 3.2753 -6.0695 3.1796  0.11
34 H 1.5304 -6.3379 3.0309  0.32
35 H 0.4446 -2.5652 4.5836  0.53
36 H -0.9955 -1.5095 2.8501  0.59
37 C 6.5368 -7.0420 2.1460  -0.40
38 Br 5.8719 -5.4375 1.3166  0.00
39 Br 6.8140 -6.8108 4.0401  0.09
40 Br 5.4053 -8.5552 1.7748  -0.02
41 H 7.5013 -7.2494 1.7065  0.36
42 C -5.3603 0.6424 -5.9570  -0.49
43 Br -4.8257 -0.2003 -4.3131  0.07
44 Br -4.5824 2.3953 -6.1240  0.10
45 Br -4.9543 -0.4546 -7.4868  0.01
46 H -6.4332 0.7673 -5.9270  0.38
47 C 3.8196 0.7223 3.5713  -0.31
48 Br 5.4007 -0.3703 3.4545  -0.04
49 Br 4.0090 2.3702 2.6007  -0.04
50 Br 2.2472 -0.2340 3.0133  0.08
51 H 3.6854 0.9766 4.6125  0.35
52 C 0.1837 4.6754 2.6084  -0.35
53 Br 0.6722 3.9217 4.3132  -0.03
54 Br 1.0928 6.3390 2.2754  0.05
55 Br 0.4479 3.4241 1.1723  -0.01
56 H -0.8732 4.8927 2.6513  0.35
57 C -6.7584 5.2536 -7.9946  0.02
58 Br -7.2324 7.0014 -7.3456  -0.01
59 Br -8.2139 4.0078 -7.8046  -0.01
60 Br -6.1080 5.3165 -9.8035  -0.02
61 H -5.9485 4.8917 -7.3771  -0.02
62 C 1.5933 10.2784 0.1522  -0.32
63 Br 2.3517 9.8950 1.8796  -0.04
64 Br 2.9501 10.7565 -1.1287  0.01
65 Br 0.5013 8.8310 -0.4819  -0.02
66 H 0.9503 11.1380 0.2699  0.37
67 C -1.2123 0.2023 -7.5619  0.49
68 Br -1.4698 1.4258 -9.0230  -0.03
69 Br -0.6362 -1.5291 -8.1691  -0.01
70 Br -0.0205 0.9203 -6.2300  0.01
71 H -2.1757 0.0685 -7.0882  -0.49
72 C 8.4889 -8.4123 7.4846  -0.28
73 Br 10.2592 -7.9979 8.1128  0.00
74 Br 7.6505 -9.7713 8.5574  -0.01
75 Br 7.3942 -6.8344 7.3582  -0.05
76 H 8.5886 -8.8100 6.4847  0.30
77 C 6.3933 12.6347 -1.3842  0.18
78 Br 6.9893 13.3047 0.3175  -0.01
79 Br 6.5018 13.9788 -2.7576  -0.01
80 Br 7.3339 11.0300 -1.8850  0.00
81 H 5.3506 12.3753 -1.2749  -0.19
82 C -6.8469 7.1318 -3.1514  -0.31
83 Br -5.5062 6.0325 -3.9908  0.02
84 Br -8.6289 6.5871 -3.6363  -0.01
85 Br -6.6161 7.1928 -1.2427  -0.04
86 H -6.7094 8.1371 -3.5214  0.35

largest force on an atom	0.0233	hartree/bohr
multiplicity	1
charge	0
total energy	-78820.8830	hartree
relative energy (zero: lowest compared OMol25 entry of this formula, charge and spin)	0.00	kJ/mol
M	2925.5	g/mol


The following is a DFT calculation (wB97M-V/def2-TZVPD) of a structure of composition C25H25BrN4O2STi at a distorted geometry.

Last column: Mulliken charge in e.
CARTESIAN COORDINATES (ANGSTROEM)
1 Ti 0.9561 -0.8160 -0.1052  -0.88
2 C 0.3678 -0.3817 4.2966  -1.71
3 C 0.2696 -0.5105 2.8095  0.90
4 N 1.2963 -0.6792 2.0340  1.39
5 N 2.5072 -0.7800 2.6252  -1.46
6 C 3.4851 -1.0603 1.7950  0.62
7 N 4.7104 -1.1715 2.3494  -0.42
8 S 3.3780 -1.3029 0.0854  -0.55
9 C -1.0175 -0.4716 2.1356  0.14
10 C -2.2271 -0.3010 2.8027  -0.72
11 C -3.4094 -0.3260 2.0874  -0.74
12 C -3.3695 -0.5298 0.7161  -1.16
13 C -2.1358 -0.6749 0.1161  -0.50
14 N -0.9907 -0.6293 0.7957  0.80
15 H 1.3803 -0.6070 4.6101  0.41
16 H -0.3266 -1.0658 4.7874  0.37
17 H 0.1184 0.6354 4.6090  0.33
18 H 4.7885 -1.1545 3.3511  0.23
19 H 5.4685 -1.5185 1.7925  0.22
20 H -2.2336 -0.1552 3.8731  0.49
21 H -4.3559 -0.1959 2.5951  0.44
22 H -4.2714 -0.5738 0.1236  0.52
23 H -2.0506 -0.8284 -0.9534  0.79
24 C 0.6157 2.1537 -2.7603  -2.25
25 C 0.3869 2.2053 -1.2398  3.13
26 C -1.1271 2.2453 -0.9847  -1.62
27 C 1.0401 0.9803 -0.6464  -0.43
28 C 0.9884 3.4586 -0.6015  -0.29
29 C 1.1015 3.5058 0.7896  -0.09
30 C 1.6056 4.6258 1.4296  -0.82
31 C 2.0105 5.7290 0.6888  -0.42
32 C 1.9056 5.6937 -0.6916  -0.76
33 C 1.3977 4.5682 -1.3318  -0.30
34 H 0.2467 1.2019 -3.1423  0.39
35 H 1.6786 2.2245 -2.9966  0.45
36 H 0.0847 2.9624 -3.2692  0.50
37 H -1.6252 1.4488 -1.5415  0.28
38 H -1.5384 3.2013 -1.3141  0.51
39 H -1.3441 2.1233 0.0781  0.28
40 H 2.1399 1.1068 -0.6026  0.37
41 H 0.8046 2.6366 1.3665  0.20
42 H 1.6897 4.6364 2.5095  0.39
43 H 2.4088 6.6051 1.1842  0.38
44 H 2.2233 6.5455 -1.2803  0.38
45 H 1.3304 4.5657 -2.4114  0.36
46 Br -2.1513 -4.3898 0.6249  -0.14
47 C -1.8763 -4.4888 -1.2476  0.00
48 C -2.7269 -5.3274 -1.9538  -0.64
49 C -2.6200 -5.4237 -3.3313  -0.43
50 C -1.6789 -4.6682 -4.0137  -0.68
51 C -0.8450 -3.8208 -3.3075  -0.39
52 C -0.9172 -3.7291 -1.9179  0.48
53 C 0.0487 -2.7998 -1.2493  1.33
54 O 0.4353 -2.9899 -0.0801  -0.52
55 O 0.4338 -1.7579 -1.8931  -0.81
56 H -3.4706 -5.8996 -1.4173  0.41
57 H -3.2824 -6.0875 -3.8716  0.38
58 H -1.5984 -4.7346 -5.0903  0.39
59 H -0.1126 -3.2083 -3.8156  0.46

largest force on an atom	0.0276	hartree/bohr
multiplicity	1
charge	0
total energy	-5158.9113	hartree
relative energy (zero: lowest compared OMol25 entry of this formula, charge and spin)	0.00	kJ/mol
M	573.3	g/mol


The following is a DFT calculation (wB97M-V/def2-TZVPD) of a structure of composition C25H25F12HgN5P2 at a distorted geometry.

Last column: Mulliken charge in e.
CARTESIAN COORDINATES (ANGSTROEM)
1 Hg 32.8076 30.0358 18.2224  5.17
2 P 31.5158 30.5081 21.9900  1.72
3 F 31.4607 28.8752 22.0614  -0.37
4 F 29.9087 30.5719 21.7788  -0.39
5 F 31.3300 30.5966 23.5854  -0.33
6 F 31.6307 32.0891 21.8654  -0.36
7 F 33.1240 30.4103 22.1206  -0.35
8 F 31.6272 30.3601 20.3461  -1.05
9 P 35.2141 31.7099 15.3100  1.69
10 F 34.3380 33.0554 15.5318  -0.36
11 F 34.1217 31.2010 14.2497  -0.37
12 F 36.1408 32.4392 14.2586  -0.30
13 F 36.0243 30.3286 15.1228  -0.39
14 F 36.1759 32.1093 16.5567  -0.39
15 F 34.3121 30.9718 16.5298  -1.33
16 N 31.7823 27.9452 18.8935  0.58
17 C 32.2618 26.7505 18.5467  -0.23
18 C 31.5016 25.6236 18.3227  -0.95
19 C 30.1346 25.7190 18.5560  -0.30
20 C 29.6420 26.8826 19.1183  -1.04
21 C 30.5210 27.9445 19.3139  -0.19
22 H 33.3128 26.7571 18.2671  0.35
23 H 31.9255 24.6953 17.9720  0.47
24 H 29.4888 24.8636 18.3925  0.42
25 H 28.6016 27.0533 19.3523  0.45
26 H 30.0496 28.8241 19.7360  0.24
27 N 33.8151 32.1937 19.1147  0.44
28 C 33.6180 33.3798 18.5777  -0.07
29 C 34.1077 34.5654 19.0938  -1.11
30 C 34.8675 34.4984 20.2486  -0.39
31 C 35.1622 33.2612 20.7787  -1.17
32 C 34.6189 32.1457 20.1800  -0.14
33 H 32.9667 33.4819 17.7181  0.31
34 H 33.8083 35.5095 18.6650  0.46
35 H 35.3489 35.4056 20.5961  0.40
36 H 35.8578 33.1607 21.5998  0.44
37 H 34.7086 31.1522 20.5996  0.33
38 N 34.8229 29.0828 18.8418  0.22
39 C 34.7532 28.4676 20.0357  -0.13
40 C 35.8191 27.8306 20.6271  -1.05
41 C 37.0184 27.7642 19.9286  -0.40
42 C 37.0597 28.2871 18.6458  -0.83
43 C 35.9576 28.9727 18.1613  -0.47
44 H 33.8328 28.6199 20.5896  0.21
45 H 35.7691 27.4478 21.6363  0.49
46 H 37.9234 27.3323 20.3364  0.40
47 H 37.9670 28.2552 18.0598  0.48
48 H 36.0651 29.4417 17.1907  0.33
49 N 32.0187 28.9932 16.1227  0.46
50 C 32.9484 28.5937 15.2495  -0.37
51 C 32.6299 28.0413 14.0285  -0.95
52 C 31.3064 27.8462 13.7139  -0.31
53 C 30.3330 28.3072 14.5851  -1.07
54 C 30.7458 28.7912 15.8070  -0.23
55 H 33.9614 28.7346 15.6043  0.37
56 H 33.4345 27.7542 13.3667  0.46
57 H 31.0471 27.5114 12.7168  0.39
58 H 29.2812 28.1670 14.3808  0.44
59 H 30.0222 29.0582 16.5723  0.47
60 N 31.1851 31.7294 17.5739  0.36
61 C 30.3124 32.3246 18.3723  -0.46
62 C 29.3712 33.2318 17.9195  -0.94
63 C 29.3420 33.5054 16.5622  -0.45
64 C 30.2514 32.9104 15.7245  -1.05
65 C 31.1732 32.0361 16.2771  -0.26
66 H 30.2766 31.9857 19.4028  0.31
67 H 28.6616 33.6543 18.6140  0.52
68 H 28.6145 34.2154 16.1848  0.39
69 H 30.3156 33.0423 14.6539  0.50
70 H 31.9484 31.5922 15.6629  0.29

largest force on an atom	0.0326	hartree/bohr
multiplicity	1
charge	0
total energy	-3276.4312	hartree
M	886.0	g/mol


Across the entries above, LUMO takes the values -0.018 -0.020 0.001 Ha, respectively.